1.
C11H14N2O | ωB97M-V with the def2-TZVPD basis set

```
28
Properties=species:S:1:pos:R:3:mulliken_charge:R:1
C 2.796 2.278 0.282 -1.103
H 0.823 1.669 4.354 0.233
H -1.423 -3.684 -1.438 0.321
C -2.051 -1.693 -0.872 0.857
C -3.257 -2.280 -0.189 -1.188
H 2.331 2.902 -0.479 0.287
C 2.092 2.177 2.711 -0.716
H 1.628 0.372 -2.502 0.271
O 1.309 -0.472 -2.848 -0.555
N 0.561 1.279 1.147 -0.153
C -1.312 -2.615 -1.579 -0.484
H 0.348 -2.978 -2.739 0.446
H -4.126 -1.497 -0.188 0.288
C -0.630 0.111 -1.606 -0.037
H -3.313 -2.723 0.919 0.215
H -0.798 0.605 2.492 0.445
H -3.572 -3.074 -0.905 0.341
N 1.012 1.576 3.349 -0.109
H -0.050 1.075 -1.225 0.000
H 3.453 1.416 -0.140 0.199
C -1.788 -0.292 -0.973 -0.940
H 3.636 2.908 0.536 0.390
H -2.386 0.287 -0.416 0.535
C 1.797 2.000 1.302 0.391
H 2.829 2.598 3.195 0.537
C 0.104 -0.837 -2.251 0.824
C -0.186 -2.192 -2.320 -0.887
C 0.170 1.080 2.383 -0.408
```

Calculated values
gap between HOMO and LUMO = 8.7 eV
HOMO level = -0.29363 Ha
largest force on an atom = 8.68 eV/Å
energy relative to the best compared isomer or geometry (same formula, charge and spin) = 3.489 eV
energy = -16659.4240 eV


2.
C11H14N2O | ωB97M-V with the def2-TZVPD basis set

```
28
Properties=species:S:1:pos:R:3:mulliken_charge:R:1
H -0.946 3.843 2.142 0.418
C 0.563 -2.052 0.713 -0.190
H 0.138 -2.483 1.610 0.344
H 3.575 0.528 -0.953 0.286
N -0.259 2.920 0.332 -0.065
H -0.342 1.375 -1.218 0.420
C 0.497 -1.522 -1.644 -0.739
C -1.779 1.332 0.353 0.683
C -0.059 -2.099 -0.509 0.577
C -2.680 0.171 0.057 -0.789
C -1.044 3.025 1.448 -0.259
H 2.353 -1.436 1.760 0.445
H -2.147 -0.674 0.496 -0.039
C -1.285 -2.967 -0.691 -1.729
H -3.544 0.223 0.707 0.375
H 2.177 -0.409 -2.399 0.271
H 0.481 3.545 0.077 0.174
H -1.923 -3.145 0.170 0.361
C 2.196 -0.630 -0.236 0.996
H 0.050 -1.717 -2.585 0.436
H -2.982 0.233 -0.980 0.303
C -0.782 1.885 -0.381 -0.546
H -0.971 -3.923 -1.116 0.435
O 3.367 0.110 -0.101 -0.569
H -1.937 -2.589 -1.477 0.379
C 1.766 -1.335 0.857 -0.694
C 1.691 -0.825 -1.523 -0.626
N -1.934 2.095 1.509 -0.655
```

Calculated values
gap between HOMO and LUMO = 9.0 eV
HOMO level = -0.30727 Ha
largest force on an atom = 2.53 eV/Å
energy relative to the best compared isomer or geometry (same formula, charge and spin) = 1.639 eV
energy = -16661.2736 eV


- Which of these has the lowest gap between HOMO and LUMO?
  number 1


Please write out number 2 again, unchanged.
C11H14N2O | ωB97M-V with the def2-TZVPD basis set

```
28
Properties=species:S:1:pos:R:3:mulliken_charge:R:1
H -0.946 3.843 2.142 0.418
C 0.563 -2.052 0.713 -0.190
H 0.138 -2.483 1.610 0.344
H 3.575 0.528 -0.953 0.286
N -0.259 2.920 0.332 -0.065
H -0.342 1.375 -1.218 0.420
C 0.497 -1.522 -1.644 -0.739
C -1.779 1.332 0.353 0.683
C -0.059 -2.099 -0.509 0.577
C -2.680 0.171 0.057 -0.789
C -1.044 3.025 1.448 -0.259
H 2.353 -1.436 1.760 0.445
H -2.147 -0.674 0.496 -0.039
C -1.285 -2.967 -0.691 -1.729
H -3.544 0.223 0.707 0.375
H 2.177 -0.409 -2.399 0.271
H 0.481 3.545 0.077 0.174
H -1.923 -3.145 0.170 0.361
C 2.196 -0.630 -0.236 0.996
H 0.050 -1.717 -2.585 0.436
H -2.982 0.233 -0.980 0.303
C -0.782 1.885 -0.381 -0.546
H -0.971 -3.923 -1.116 0.435
O 3.367 0.110 -0.101 -0.569
H -1.937 -2.589 -1.477 0.379
C 1.766 -1.335 0.857 -0.694
C 1.691 -0.825 -1.523 -0.626
N -1.934 2.095 1.509 -0.655
```

Calculated values
gap between HOMO and LUMO = 9.0 eV
HOMO level = -0.30727 Ha
largest force on an atom = 2.53 eV/Å
energy relative to the best compared isomer or geometry (same formula, charge and spin) = 1.639 eV
energy = -16661.2736 eV


- What is the HOMO level in the second record?
  -0.30727 Ha